(1)
15
Properties=species:S:1:pos:R:3:mulliken_charge:R:1 method="wB97M-V/def2-TZVPD" multiplicity=3 homo_lumo_gap_ev="6.96 / 6.18" charge=0 s2=2.01 homo_energy_ev="-6.18 / -9.07"
C -1.30 0.65 0.91 -0.5743
C -0.12 0.25 1.42 -0.4266
C -1.33 0.70 -0.61 -0.5629
C -0.29 -0.23 -1.17 -0.6421
N 1.93 -1.28 0.58 -0.6150
O 2.00 1.24 -0.67 -0.6980
P 1.07 0.04 0.05 0.6484
H -2.14 1.06 1.48 0.4139
H 0.30 -0.12 2.34 0.5179
H -2.29 0.45 -0.86 0.4389
H -1.19 1.82 -0.79 0.2749
H -0.62 -1.24 -1.11 0.3617
H -0.08 0.06 -2.19 0.3065
H 1.27 -1.99 0.59 0.2754
H 2.79 -1.41 0.03 0.2814

=====

(2)
112
Properties=species:S:1:pos:R:3:mulliken_charge:R:1 method="wB97M-V/def2-TZVPD" multiplicity=3 homo_lumo_gap_ev="7.04 / 7.94" charge=+1 s2=2.02 homo_energy_ev="-10.16 / -10.86"
W -0.77 -0.29 -0.34 -0.2520
C -4.12 1.61 5.00 -1.6919
C -3.85 0.86 3.70 1.3375
C -4.20 1.79 2.55 -1.9080
C -4.68 -0.42 3.62 -1.4817
N -2.40 0.45 3.72 0.4866
C -1.93 -0.26 4.81 -0.6652
C -0.61 -0.43 4.66 -1.1713
N -0.24 0.17 3.48 0.5866
B 1.27 0.35 3.15 0.4476
N 1.53 1.71 2.47 0.5455
C 1.69 2.80 3.29 -1.3817
C 1.93 3.86 2.50 -0.6156
N 1.93 3.42 1.19 0.6182
C 1.62 2.09 1.19 -1.3396
S 1.42 1.03 -0.20 0.5589
C 2.23 4.43 0.11 1.3069
C 0.98 5.28 -0.08 -1.5161
C 3.40 5.31 0.57 -1.8837
C 2.66 3.75 -1.18 -1.1671
N 1.96 -0.82 2.41 0.7441
C 3.31 -1.03 2.57 -1.2221
C 3.61 -2.24 2.05 -0.7165
N 2.44 -2.78 1.55 0.5234
C 1.45 -1.87 1.76 -0.2887
S -0.22 -2.01 1.33 -0.3014
C 2.29 -4.21 1.11 1.4255
C 3.65 -4.89 1.20 -2.3718
C 1.82 -4.26 -0.34 -1.2234
C 1.33 -4.92 2.05 -1.6074
C -1.35 0.68 2.90 0.1536
S -1.35 1.49 1.36 -0.4439
H -5.16 1.96 4.99 0.4577
H -3.48 2.49 5.09 0.3801
H -4.00 0.99 5.89 0.4148
H -5.24 2.08 2.69 0.5986
H -4.11 1.32 1.58 0.2004
H -3.59 2.70 2.56 0.4094
H -5.73 -0.16 3.53 0.4350
H -4.56 -1.02 4.52 0.3998
H -4.40 -1.02 2.76 0.2536
H -2.58 -0.58 5.60 0.5880
H 0.12 -0.90 5.30 0.6793
H 1.82 0.40 4.21 -0.1803
H 1.63 2.72 4.36 0.7175
H 2.13 4.88 2.76 0.5981
H 0.73 5.82 0.83 0.4089
H 0.13 4.68 -0.38 0.2546
H 1.16 6.02 -0.87 0.4399
H 3.14 6.00 1.37 0.4728
H 3.72 5.91 -0.28 0.4597
H 4.25 4.70 0.90 0.4171
H 1.89 3.13 -1.59 -0.6141
H 3.56 3.15 -1.02 0.5183
H 2.91 4.53 -1.90 0.6170
H 3.94 -0.31 3.06 0.7129
H 4.55 -2.75 2.00 0.6045
H 4.40 -4.40 0.57 0.5088
H 3.54 -5.91 0.84 0.4388
H 4.02 -4.94 2.22 0.5375
H 2.59 -3.86 -1.01 0.3022
H 0.90 -3.70 -0.49 -0.1408
H 1.64 -5.30 -0.61 0.6685
H 1.68 -4.85 3.08 0.4052
H 1.28 -5.98 1.79 0.5057
H 0.32 -4.51 1.99 0.2821
C -1.83 -3.48 -0.96 -1.9184
O -1.23 -2.23 -1.36 1.1496
Si -0.82 -1.85 -2.96 0.0414
C 0.27 -3.27 -3.51 -1.3627
C -2.28 -1.87 -4.11 -1.2805
C -0.13 -0.17 -2.44 1.5462
Si -1.20 1.30 -3.01 0.4378
C -1.54 1.35 -4.86 -1.1429
C -2.84 1.31 -2.09 -0.8905
C -0.49 2.98 -2.57 -0.1893
Si 1.62 -0.15 -3.24 0.7890
C 1.50 -0.77 -5.02 -1.3491
C 2.55 1.45 -3.52 -1.1223
C 2.75 -1.23 -2.19 -0.8307
H -1.10 -4.28 -1.09 0.5316
H -2.71 -3.66 -1.56 0.4022
H -2.11 -3.42 0.09 0.3866
H -0.22 -4.19 -3.16 0.5546
H 1.28 -3.27 -3.11 0.2235
H 0.33 -3.35 -4.59 0.5289
H -2.65 -2.89 -4.20 0.4589
H -1.94 -1.57 -5.10 0.3725
H -3.11 -1.24 -3.81 0.3364
H -2.39 0.74 -5.16 0.3435
H -0.68 1.05 -5.45 0.2708
H -1.78 2.39 -5.12 0.4646
H -3.51 0.49 -2.32 0.2722
H -3.33 2.25 -2.37 0.5857
H -2.78 1.37 -0.99 0.1388
H 0.41 3.23 -3.11 0.4815
H -0.30 3.06 -1.50 -0.8877
H -1.25 3.72 -2.83 0.5406
H 1.38 0.09 -5.68 0.3679
H 0.71 -1.48 -5.27 0.3036
H 2.45 -1.24 -5.30 0.4606
H 1.98 2.23 -4.02 0.3967
H 3.36 1.17 -4.20 0.5599
H 3.01 1.85 -2.62 0.0604
H 3.26 -2.00 -2.78 0.6188
H 2.20 -1.72 -1.39 -0.3840
H 3.52 -0.61 -1.73 0.4377
O -4.94 -0.10 0.19 -0.6607
Cl -4.13 -1.23 -0.08 1.9123
O -4.51 -2.37 0.68 -0.6553
O -4.07 -1.51 -1.48 -0.6303
O -2.72 -0.87 0.40 -0.9067

=====

Energy relative to the best compared isomer or geometry (same formula, charge and spin) for every record listed, in sequence, given in kcal/mol: 24.9 0.0.
Total energy for every record listed, in sequence, given in hartree: -628.394473 -4537.597111.